Record 1
The following is a DFT calculation (ωB97M-V/def2-TZVPD) of one molecule with the formula C6H10O.

Computed properties:
* multiplicity: 1
* structure (SMILES): C[C@H]1O[C@H]2CC[C@H]21
* gap between HOMO and LUMO: 10.53 eV
* highest occupied orbital energy: -9.385 eV
* charge: 0

```
17
Properties=species:S:1:pos:R:3:forces:R:3
C -0.561266 -1.842455 -0.886358 0.0263 0.0089 -0.0213
C -0.444138 -1.085421 0.416905 -0.2806 -0.1638 -0.1245
O 0.919527 -0.899210 0.857138 0.1223 -0.0818 -0.0148
C 0.669589 0.477855 1.182766 0.0904 0.2517 0.2294
C 1.193243 1.437865 0.107610 0.1098 0.0373 0.0060
C -0.152718 1.286017 -0.653642 -0.0693 0.0533 -0.1660
C -0.716363 0.424357 0.502224 -0.1433 -0.0394 0.0492
H -0.033415 -1.336756 -1.700342 -0.0603 -0.0643 0.1296
H -0.132822 -2.844654 -0.778500 -0.0633 0.1443 0.0144
H -1.616295 -1.949743 -1.162512 0.1292 0.0155 0.0273
H -1.007203 -1.618863 1.198130 0.0758 0.0728 -0.0782
H 0.845642 0.694910 2.241961 -0.0078 -0.0267 -0.1729
H 2.094832 1.089081 -0.403566 -0.1192 0.0568 0.0824
H 1.355564 2.452531 0.486205 -0.0071 -0.1527 -0.0596
H -0.689234 2.228085 -0.792767 0.0786 -0.1324 0.0207
H -0.091607 0.785234 -1.624496 -0.0224 0.0876 0.1611
H -1.647405 0.748240 0.970628 0.1409 -0.0671 -0.0829
```
Positions in Å, forces in eV/Å.



Record 2
The following is a DFT calculation (ωB97M-V/def2-TZVPD) of one molecule with the formula C6H10O at a distorted geometry.

Computed properties:
* multiplicity: 1
* gap between HOMO and LUMO (alpha / beta): 7.70 / 6.98 eV
* highest occupied orbital energy (alpha / beta): -8.199 / -8.069 eV
* charge: 0

```
17
Properties=species:S:1:pos:R:3:forces:R:3
O 1.023057 -1.605942 1.403198 0.1804 0.2654 -0.2879
C 1.850922 -1.061313 0.691835 -0.1898 0.0196 0.0769
C 1.595955 0.159175 -0.108382 0.4290 0.2697 0.8725
C 0.540930 1.052260 0.315724 -0.2109 0.1736 0.2370
C -0.996117 0.682917 -0.682812 0.1813 -0.3705 -0.3580
C -0.607506 -0.699752 -1.217894 1.4043 -0.0458 -0.1467
C -2.181639 0.458616 0.010506 -0.3185 0.2055 0.5909
H 2.876022 -1.507705 0.626534 -0.3441 0.2873 -0.1402
H 2.521947 0.577804 -0.523658 -0.6342 -0.1526 -0.4311
H 0.691569 -0.479142 -1.196752 -1.4980 -0.8491 -0.5805
H 0.745354 2.123090 0.192946 -0.1693 -0.4034 -0.1237
H 0.193384 0.830217 1.323517 -0.1032 0.0291 -0.1855
H -1.162553 1.408544 -1.495301 0.6275 0.0307 0.4793
H -1.073583 -1.035129 -2.162065 0.2684 0.4192 0.4261
H -0.676957 -1.495989 -0.465588 -0.0286 0.2711 -0.1151
H -3.065879 1.103109 -0.036859 0.3322 -0.1965 -0.2166
H -2.235545 -0.344013 0.741703 0.0735 0.0467 -0.0975
```
Positions in Å, forces in eV/Å.